This record from the OMol25 dataset describes a 40-piece molecular cluster, H80O40 overall in a non-equilibrium geometry. The level of theory is the ωB97M-V functional and the def2-TZVPD basis.

As for the calculated total energy: -3057.39356 hartree. The largest force on an atom comes out at 0.075 hartree/bohr.

Geometry as ORCA input:
```
! RIJCOSX wB97M-V def2-TZVPD def2/J DEFGRID3
* xyz 0 1
H 2.504 -0.040 2.916
H -4.356 -2.764 2.458
O -0.269 -4.628 -2.715
O 5.314 -0.671 -1.234
H -0.017 -6.059 3.353
H 4.975 0.198 -1.014
O 2.403 2.395 5.033
H 2.852 6.285 0.583
H -1.334 -0.820 4.245
H 0.440 -3.974 -2.837
O 1.149 2.504 2.637
H -0.952 -4.068 -3.118
H -1.610 -1.496 2.914
H -0.929 -4.344 2.844
O -1.696 3.305 -4.314
H -3.431 -2.941 3.468
H 0.685 0.161 -6.016
O -1.174 2.381 3.953
H 0.303 -2.237 2.108
H -4.328 2.324 -2.929
H 3.438 3.146 2.865
O -4.723 0.588 2.257
H -0.394 -1.812 -4.197
O 2.659 0.545 2.170
O -2.136 -1.677 0.297
O 0.350 -2.531 1.162
H -2.965 0.551 4.802
O -3.695 -2.321 -3.003
H -0.891 -3.494 4.226
O -5.778 -1.348 0.477
H -1.241 1.427 0.375
H 2.764 -4.144 -0.528
O -3.415 -2.626 2.570
O -0.578 -2.119 -3.331
H 2.500 -2.324 -5.740
O -1.315 -3.622 3.393
O 0.191 0.429 5.568
H 3.934 -1.671 -2.043
H -5.589 0.848 2.600
O 0.629 4.634 0.430
H -0.905 -0.326 -1.715
O 3.211 -1.561 -2.714
H 2.249 -3.016 2.256
O 0.966 4.540 -4.294
H -4.233 0.396 4.211
H 0.508 1.250 5.937
O -1.938 -5.634 -0.225
O 4.607 2.521 -2.141
H -1.154 -5.398 -0.739
H -3.047 -2.033 0.556
H -2.878 -1.911 -3.428
H 2.759 2.228 -0.909
O 2.696 -0.279 5.693
O -1.105 4.902 -1.567
H -0.580 -2.448 0.815
O 2.955 -3.531 1.857
O -1.382 -0.631 3.316
H 1.672 2.195 1.918
H 3.748 5.476 1.456
H -2.603 -5.513 -0.899
H 1.680 1.425 0.022
O -4.756 1.488 -3.186
O 1.389 -0.941 -0.568
O 3.662 3.437 1.973
O -0.432 0.432 -1.970
H 1.118 1.403 -3.013
H -2.003 -1.143 1.154
H 1.101 -1.092 0.319
H -1.557 4.358 -0.906
O 3.508 5.547 0.457
O -1.028 0.580 0.783
H 0.485 3.059 2.148
H 0.618 5.553 0.783
H -1.921 4.162 -4.030
H -1.232 -6.322 2.233
H 1.396 3.679 -4.184
H -6.671 -1.384 0.157
H -5.095 0.401 1.343
H 5.858 -0.755 -0.460
H 0.444 2.620 -2.447
O -1.167 -0.873 -5.750
O 2.154 -3.570 -1.095
O -3.878 0.699 5.048
H -0.363 2.290 3.496
H -3.141 0.913 0.116
H 1.810 -4.139 -1.758
H 2.911 -0.174 1.573
H 3.458 -0.711 -3.051
H 1.612 4.553 0.501
H 1.823 2.056 4.300
O 2.345 -1.683 -5.084
H 1.639 -1.780 -0.969
H -2.047 -1.318 -6.004
H 5.357 1.997 -1.913
O 1.882 2.166 -0.508
O -0.908 -6.031 3.103
H -1.292 0.084 -5.865
H -1.109 0.903 1.675
H -4.257 0.696 -3.023
H -0.183 4.570 -1.691
H -1.282 2.055 4.807
H 0.290 0.736 -1.441
H -3.913 -2.858 -3.785
H 3.237 2.628 4.668
H 0.117 -1.810 -2.725
O 1.206 2.356 -3.039
O 0.758 0.866 -5.394
H -5.213 -1.297 -0.345
H 1.727 -0.329 5.747
H 2.431 -4.122 1.282
O -3.313 1.063 -0.802
H 2.876 0.719 5.836
H 2.330 -2.184 -4.242
H 0.331 0.377 4.593
H 4.501 3.111 -2.848
H -2.433 1.028 -1.209
H 0.708 0.464 -4.542
H -0.797 3.221 -4.046
H 3.174 2.857 1.394
H 0.236 4.747 -3.686
*
```

Atomic partial charges in e from the Mulliken method, atoms 1 to 99:
1 H 0.25
2 H 0.14
3 O -0.67
4 O -0.62
5 H 0.30
6 H 0.20
7 O -0.67
8 H 0.27
9 H 0.26
10 H 0.34
11 O -0.41
12 H 0.34
13 H -0.37
14 H 0.29
15 O -0.63
16 H 0.18
17 H 0.32
18 O -0.58
19 H 0.27
20 H 0.30
21 H 0.32
22 O -0.55
23 H 0.28
24 O -0.46
25 O 0.07
26 O -0.27
27 H 0.30
28 O -0.57
29 H 0.23
30 O -0.58
31 H -0.03
32 H 0.21
33 O -0.35
34 O -0.07
35 H 0.25
36 O -0.43
37 O -0.78
38 H 0.28
39 H 0.27
40 O -0.45
41 H -0.12
42 O -0.39
43 H 0.30
44 O -0.70
45 H 0.37
46 H 0.38
47 O -0.59
48 O -0.53
49 H 0.33
50 H 0.04
51 H 0.23
52 H 0.10
53 O -0.72
54 O -0.61
55 H 0.05
56 O -0.68
57 O 0.12
58 H -0.22
59 H 0.36
60 H 0.27
61 H -0.20
62 O -0.60
63 O 1.25
64 O -0.64
65 O 0.47
66 H 0.08
67 H -0.36
68 H -0.20
69 H 0.32
70 O -0.65
71 O 0.31
72 H 0.23
73 H 0.18
74 H 0.36
75 H 0.32
76 H 0.38
77 H 0.24
78 H 0.24
79 H 0.30
80 H 0.14
81 O -0.70
82 O -0.37
83 O -0.68
84 H 0.41
85 H 0.21
86 H 0.12
87 H 0.09
88 H 0.19
89 H 0.29
90 H 0.30
91 O -0.54
92 H -0.35
93 H 0.24
94 H 0.26
95 O 0.40
96 O -0.67
97 H 0.35
98 H -0.12
99 H 0.29

=====

This record from the OMol25 dataset describes a 40-piece molecular cluster, H80O40 overall in a non-equilibrium geometry. The level of theory is the ωB97M-V functional and the def2-TZVPD basis.

As for the calculated total energy: -3057.33686 hartree. The largest force on an atom comes out at 0.119 hartree/bohr.

Geometry as ORCA input:
```
! RIJCOSX wB97M-V def2-TZVPD def2/J DEFGRID3
* xyz 0 1
H 3.455 -0.189 -0.396
O -0.161 -5.025 -1.475
H -5.853 -3.520 0.298
H -4.467 -1.591 -4.270
H -1.072 -1.967 -2.555
H 3.199 0.274 -2.816
H 2.090 0.991 2.610
O 2.176 -4.065 2.809
H 5.969 2.100 -0.049
H 5.646 1.341 1.365
H -5.596 1.016 -0.781
H 3.812 4.417 -2.809
H -1.375 2.983 -4.896
H 3.390 4.431 -1.288
H -0.631 -3.705 3.799
H 0.199 3.788 1.809
O -2.445 -0.876 -4.445
O 3.106 3.415 0.130
O 1.990 -5.008 0.165
H -2.198 -3.857 -1.991
H 2.220 -0.544 -2.243
O 4.444 -1.374 -0.881
H 0.352 -1.443 4.837
O -1.411 1.248 3.930
O -3.648 2.637 4.150
H -5.403 -0.341 0.007
O -6.086 -1.031 0.145
O -2.835 -0.556 2.636
H -3.452 3.388 4.672
H -0.711 -1.847 -1.133
H -2.013 1.181 -0.641
H -1.655 -2.873 2.997
O -2.885 -4.165 -2.614
O 0.383 -0.495 -2.860
H -2.492 -0.372 1.760
H 1.689 -2.429 3.950
H -0.741 2.217 2.873
H -6.396 -1.558 -0.542
H -1.038 -4.767 -1.330
H 2.644 2.591 0.067
O -5.143 -1.650 -3.588
H -0.012 -5.839 -1.992
H 3.013 -4.411 2.525
O 2.678 3.840 4.082
O 1.872 1.496 5.064
H -3.505 -3.403 -2.816
H 1.429 -2.362 -5.224
H -0.808 -3.961 -3.580
H -0.806 2.590 0.229
H -4.059 2.557 2.283
O -1.485 -2.060 -1.706
H -0.764 1.020 4.628
H 2.881 3.928 0.899
O -1.096 2.253 -4.349
O 3.824 4.839 -1.993
H -3.939 1.205 -1.181
H 1.932 -3.340 2.253
O 6.435 1.678 0.718
O 0.746 5.924 -0.438
H -0.291 -0.579 -3.456
H -1.492 -1.164 -4.558
O -4.739 0.637 -1.209
H 3.924 -0.431 3.575
O -0.047 2.699 -0.354
O 1.576 4.378 -3.995
H 2.968 3.337 3.305
O -5.260 -4.067 -0.195
H -4.307 -3.891 -0.129
O -1.237 2.581 2.081
H 1.203 4.304 -3.020
H 2.250 1.467 5.965
O -0.739 -2.965 3.176
H 1.627 4.021 3.953
O -0.275 -3.443 -4.157
O 0.806 4.395 2.260
O 1.879 -3.241 -2.764
O -2.714 2.316 -2.422
H 2.381 3.856 -4.098
H 2.117 -1.053 -4.678
H -2.371 -0.258 -5.229
O 1.621 0.435 1.972
H 2.276 0.027 0.530
H 2.171 -3.276 5.143
H 0.940 -2.997 -2.744
H 1.137 5.043 1.612
H 0.505 6.855 -0.525
H -3.765 -0.590 2.702
H 1.347 -4.763 -0.545
O 2.887 -0.623 -2.999
O -2.154 0.258 -0.167
H -2.299 -0.382 -0.919
H 0.679 0.790 2.027
H -3.342 1.865 -2.993
H -0.232 -3.675 -5.184
H 0.988 0.217 -2.759
O 1.446 -2.377 0.875
H -1.788 3.250 2.467
H 2.422 2.298 4.831
H 4.653 -0.114 2.582
H 0.853 -1.599 0.889
H 1.656 5.688 -0.621
O -4.080 2.568 1.307
H 4.533 -2.283 -0.584
H -0.216 3.364 -1.004
H 1.770 -4.012 -2.234
O 1.419 -1.433 -5.079
H 0.664 0.029 5.151
H 1.525 -5.249 1.009
O 1.821 -2.411 4.894
H -2.916 2.067 4.056
H 0.959 -3.114 0.536
O 2.806 0.554 -0.174
H -3.701 1.675 0.914
H -1.850 0.379 3.707
H -0.622 1.589 -4.809
O -0.059 -0.618 5.183
H 4.771 -1.447 -1.745
O 4.895 -0.620 3.342
H -1.731 2.209 -2.550
H -4.643 -1.195 -2.954
*
```

Atomic partial charges in e from the Mulliken method, atoms 1 to 99:
1 H 0.28
2 O -0.56
3 H 0.29
4 H 0.35
5 H -0.03
6 H 0.34
7 H -0.22
8 O -0.69
9 H 0.33
10 H 0.31
11 H 0.36
12 H 0.22
13 H 0.21
14 H 0.41
15 H 0.28
16 H 0.50
17 O -0.52
18 O -0.47
19 O -0.67
20 H -0.01
21 H 0.24
22 O -0.47
23 H 0.43
24 O -0.64
25 O -0.64
26 H 0.44
27 O -0.67
28 O -0.76
29 H 0.27
30 H 0.02
31 H -0.23
32 H 0.20
33 O -0.66
34 O 0.93
35 H 0.11
36 H 0.29
37 H 0.21
38 H 0.30
39 H 0.15
40 H 0.19
41 O -0.64
42 H 0.29
43 H 0.34
44 O -0.74
45 O -0.54
46 H 0.48
47 H 0.25
48 H 0.27
49 H 0.10
50 H 0.35
51 O -0.18
52 H 0.32
53 H 0.23
54 O -0.48
55 O -0.57
56 H 0.28
57 H 0.41
58 O -0.63
59 O -0.57
60 H -0.57
61 H 0.09
62 O -0.69
63 H 0.36
64 O -0.22
65 O -0.60
66 H 0.26
67 O -0.60
68 H 0.30
69 O -0.62
70 H 0.34
71 H 0.25
72 O -0.46
73 H 0.40
74 O -0.53
75 O -0.57
76 O -0.54
77 O -0.65
78 H 0.26
79 H 0.27
80 H 0.32
81 O 0.32
82 H -0.01
83 H 0.28
84 H 0.43
85 H 0.19
86 H 0.25
87 H 0.28
88 H 0.22
89 O -0.58
90 O 1.07
91 H 0.06
92 H -0.09
93 H 0.28
94 H 0.27
95 H 0.01
96 O -0.10
97 H 0.18
98 H 0.31
99 H 0.23

=====

This record from the OMol25 dataset describes a 40-piece molecular cluster, H80O40 overall in a non-equilibrium geometry. The level of theory is the ωB97M-V functional and the def2-TZVPD basis.

As for the calculated total energy: -3057.49336 hartree. The largest force on an atom comes out at 0.058 hartree/bohr.

Geometry as ORCA input:
```
! RIJCOSX wB97M-V def2-TZVPD def2/J DEFGRID3
* xyz 0 1
H 4.345 -0.202 0.753
H 2.288 0.814 2.182
O 0.425 -2.354 6.263
H -4.251 1.358 -1.316
H 1.334 2.663 1.716
O 5.695 0.406 -2.240
O -0.337 -0.580 2.223
H 2.181 1.734 -0.156
H -5.325 -3.493 2.741
H -1.195 1.440 1.821
H -4.270 2.743 -3.660
H -1.689 -2.155 0.439
O -4.753 2.140 1.857
H -0.873 -3.378 2.356
H -4.970 -3.215 -1.077
O 0.919 3.089 2.503
H -0.312 3.929 0.078
H -0.025 -0.304 3.100
H -4.312 -0.665 2.771
H 0.221 0.069 -2.732
O -1.870 4.772 2.206
O 0.946 0.070 -3.390
O -4.869 -3.716 -0.260
H -1.495 0.629 -1.610
O 0.450 2.521 -4.657
H -4.673 1.346 1.341
H 1.442 3.903 2.636
H 3.078 -2.900 4.363
H -2.878 -4.883 0.804
H 0.590 -1.492 6.635
H -1.280 2.539 -1.206
H -2.204 0.492 4.952
H -3.265 -2.708 -2.626
O -2.017 2.981 -0.781
H 0.677 1.505 -0.244
H -1.950 -1.088 4.952
H 1.189 2.735 -4.083
O 1.306 0.414 5.529
H 1.435 4.733 -1.394
O 4.017 3.976 1.171
O -4.420 2.154 -2.918
O 1.349 2.008 0.244
O -0.698 0.232 -1.264
H -4.464 -2.478 2.082
H -0.977 -3.497 -3.384
H 0.410 -0.220 1.728
O -2.224 -1.591 -0.090
O 1.542 4.599 -2.338
H 1.068 -2.719 -2.814
O -0.815 -4.234 -4.002
H 3.340 -2.946 0.902
H 1.923 1.180 3.768
H 4.976 -0.173 -2.004
H -4.508 1.237 -3.176
H 5.543 1.318 -2.007
H -2.807 -0.130 3.013
H -0.883 -4.936 -3.349
O 4.141 -4.185 -2.325
H -3.173 -1.309 -1.891
H 4.569 4.765 1.104
H -2.011 -2.278 2.565
H -2.608 -0.965 0.534
H 3.313 4.267 0.587
O -2.508 -0.369 5.241
H -4.138 -0.797 -4.202
H -1.753 3.904 -0.739
H 2.736 -1.693 0.264
H 0.949 -3.438 1.505
H -3.995 -4.144 -0.327
O 2.398 0.586 3.108
H 2.255 -0.547 -2.057
H 3.251 -1.631 3.407
H -3.491 -0.354 -5.524
O -1.831 -3.147 2.154
O -0.396 -1.867 -5.588
O -3.624 0.539 -1.246
O -3.906 -0.030 -4.725
O 3.626 2.584 -3.385
O 0.143 4.803 -0.053
H 3.624 -3.588 -2.849
O -3.379 -1.746 -2.758
H 5.144 0.627 1.683
O -3.386 -0.746 2.553
O 2.989 -1.924 4.303
H -1.109 4.251 2.472
O 2.415 -1.024 -5.727
O -5.122 -2.558 2.844
H -0.376 -1.630 -6.534
O 4.323 2.757 3.451
H 0.423 0.749 -3.884
H 2.078 -0.115 5.820
H 3.823 2.162 -4.234
H 0.517 -3.722 -1.938
H -2.516 4.847 2.902
H 1.202 5.329 -2.869
O 2.956 -2.092 1.124
H -0.874 -2.698 -5.676
H 2.836 2.202 -2.975
O -1.744 1.932 2.437
H 5.078 -4.257 -2.479
O 1.263 -3.651 2.381
H 1.702 -1.603 -5.422
H 3.235 0.519 -1.708
H 5.127 2.399 3.082
O 4.480 0.720 0.996
O -2.320 -5.002 0.023
H -1.050 -0.627 -0.996
H -0.495 5.374 0.475
H 0.777 2.643 -5.589
O 2.828 -0.300 -1.307
H 2.703 -0.627 -4.900
H 0.672 0.684 6.192
H -1.553 -4.457 0.206
H -1.213 2.656 2.750
H -2.695 0.782 -1.133
H 3.605 2.493 2.841
H -5.248 2.861 1.490
H 1.809 -2.926 2.743
H 0.547 -2.226 5.303
O 0.893 -2.841 -1.858
*
```

Atomic partial charges in e from the Mulliken method, atoms 1 to 99:
1 H 0.21
2 H -0.19
3 O -0.60
4 H 0.43
5 H 0.04
6 O -0.62
7 O 1.23
8 H -0.20
9 H 0.32
10 H 0.03
11 H 0.26
12 H -0.26
13 O -0.57
14 H 0.38
15 H 0.28
16 O -0.55
17 H 0.12
18 H -0.02
19 H 0.25
20 H 0.08
21 O -0.63
22 O 0.29
23 O -0.60
24 H 0.23
25 O -0.66
26 H 0.26
27 H 0.37
28 H 0.30
29 H 0.35
30 H 0.31
31 H 0.15
32 H 0.30
33 H 0.20
34 O -0.64
35 H -0.34
36 H 0.32
37 H 0.30
38 O -0.64
39 H 0.28
40 O -0.48
41 O -0.63
42 O 1.00
43 O 0.21
44 H 0.34
45 H 0.25
46 H -0.47
47 O 0.46
48 O -0.55
49 H 0.20
50 O -0.62
51 H 0.27
52 H 0.38
53 H 0.29
54 H 0.34
55 H 0.29
56 H -0.11
57 H 0.32
58 O -0.59
59 H 0.32
60 H 0.25
61 H 0.06
62 H -0.05
63 H 0.20
64 O -0.63
65 H 0.30
66 H 0.36
67 H 0.02
68 H 0.28
69 H 0.40
70 O -0.07
71 H -0.24
72 H 0.21
73 H 0.26
74 O -0.54
75 O -0.51
76 O -0.86
77 O -0.63
78 O -0.57
79 O -0.63
80 H 0.29
81 O -0.64
82 H 0.22
83 O -0.30
84 O -0.60
85 H 0.33
86 O -0.68
87 O -0.66
88 H 0.27
89 O -0.63
90 H 0.23
91 H 0.27
92 H 0.34
93 H 0.17
94 H 0.28
95 H 0.27
96 O -0.47
97 H 0.26
98 H 0.10
99 O -0.21

=====

We obtain ΔE to the lowest compared entry with this formula, charge and spin values of 228.3; 263.9; 165.7 kcal per mole for the records listed above, in that order.
We obtain HOMO-LUMO gap values of 9.813; 9.941; 9.933 eV for the records listed above, in that order.